An isolated molecule of C3H5NS at a distorted geometry. Source: the OMol25 dataset; level of theory: wB97M-V/def2-TZVPD.

The geometry in XYZ format:
```
10
Properties=species:S:1:pos:R:3
C 0.855 0.902 -0.866
C -0.192 0.052 1.397
C -0.769 -0.457 0.115
N 0.132 -0.170 -1.034
S 2.054 1.660 -1.575
H 0.745 -0.409 1.796
H -0.537 0.866 1.968
H -1.000 -1.603 0.319
H -1.684 -0.056 -0.214
H 0.396 -0.786 -1.907
```

Output
LUMO level (alpha / beta) (Ha): -0.0102 / 0.0001
Energy relative to the best compared isomer or geometry (same formula, charge and spin) (kcal/mol): 81.5
HOMO (alpha / beta) (eV): -8.63 / -7.43

Löwdin population analysis, charges in e, atoms 1 to 8: -0.789, 0.030, -0.279, -0.102, 0.633, 0.071, 0.027, 0.144

An isolated molecule of C3H5NS2 at a distorted geometry. Source: the OMol25 dataset; level of theory: wB97M-V/def2-TZVPD.

The geometry in XYZ format:
```
11
Properties=species:S:1:pos:R:3
C -0.230 -1.659 -1.684
C 0.940 -1.133 -0.339
C -0.632 1.465 1.227
N -1.207 -1.015 -1.533
S 1.699 0.306 -0.571
S 1.142 1.799 0.700
H 0.127 -2.511 -2.171
H 0.434 -1.387 0.534
H -0.735 2.467 1.578
H -0.546 0.635 1.982
H -0.992 1.033 0.277
```

Output
LUMO level (alpha / beta) (Ha): -0.0309 / -0.0310
Energy relative to the best compared isomer or geometry (same formula, charge and spin) (kcal/mol): 106.8
HOMO (alpha / beta) (eV): -8.30 / -8.30

Löwdin population analysis, charges in e, atoms 1 to 8: -0.311, -0.454, -0.368, 0.110, 0.513, 0.402, 0.065, -0.011

An isolated molecule of C3H5NS2 at a distorted geometry. Source: the OMol25 dataset; level of theory: wB97M-V/def2-TZVPD.

The geometry in XYZ format:
```
11
Properties=species:S:1:pos:R:3
C 0.720 1.473 -1.244
C 0.331 1.219 -0.005
S -1.391 1.168 0.346
C -1.694 -0.450 0.865
N -0.767 -1.331 0.854
S -1.133 -2.685 1.745
H 1.744 1.547 -1.455
H 0.044 1.618 -2.024
H 0.685 0.998 1.033
H -2.691 -0.702 1.112
H 0.001 -3.295 1.387
```

Output
LUMO level (Ha): 0.0309
SMILES: C=CS/C=N/S
Energy relative to the best compared isomer or geometry (same formula, charge and spin) (kcal/mol): 57.1
HOMO (eV): -8.13

Löwdin population analysis, charges in e, atoms 1 to 8: -0.040, -0.486, 0.891, -0.662, -0.480, 0.720, 0.043, 0.040

An isolated molecule of C3H5NS2 at a distorted geometry. Source: the OMol25 dataset; level of theory: wB97M-V/def2-TZVPD.

The geometry in XYZ format:
```
11
Properties=species:S:1:pos:R:3
C 0.680 -0.077 1.769
C 1.210 -0.324 0.397
N 0.510 -0.308 -0.674
S -1.074 0.324 -0.488
C -1.561 0.263 -2.117
S -2.902 0.968 -2.655
H -0.332 0.177 1.681
H 0.569 -1.085 2.302
H 1.433 0.640 2.262
H 2.284 -0.445 0.281
H -0.817 -0.134 -2.758
```

Output
LUMO level (Ha): -0.0045
SMILES: C/C=N\SC=S
Energy relative to the best compared isomer or geometry (same formula, charge and spin) (kcal/mol): 42.9
HOMO (eV): -8.72

Löwdin population analysis, charges in e, atoms 1 to 8: -0.115, -0.329, -0.265, 0.890, -1.080, 0.595, -0.027, 0.113

An isolated molecule of C3H5NS2 at a distorted geometry. Source: the OMol25 dataset; level of theory: wB97M-V/def2-TZVPD.

The geometry in XYZ format:
```
11
Properties=species:S:1:pos:R:3
C -0.831 -1.670 -0.156
C 0.195 -0.858 0.304
C 0.201 0.539 0.001
N -0.855 -2.942 -0.086
S 1.647 -3.511 1.552
S 0.011 -3.994 0.670
H -1.794 -1.298 -0.557
H 1.176 -1.263 0.661
H 1.144 0.883 -0.131
H -0.125 1.209 0.876
H -0.344 0.808 -0.886
```

Output
LUMO level (alpha / beta) (Ha): -0.0547 / -0.0544
Energy relative to the best compared isomer or geometry (same formula, charge and spin) (kcal/mol): 54.7
HOMO (alpha / beta) (eV): -8.48 / -8.47

Löwdin population analysis, charges in e, atoms 1 to 8: -0.301, -0.133, -0.120, -0.425, 0.144, 0.443, 0.127, 0.025

A structure of composition C3H5NS3 at a distorted geometry. Source: the OMol25 dataset; level of theory: wB97M-V/def2-TZVPD.

The geometry in XYZ format:
```
12
Properties=species:S:1:pos:R:3
C -0.426 -1.111 -1.189
C -1.568 1.817 -0.593
C 0.590 -1.127 0.892
N -0.464 -0.641 0.038
S 0.547 -2.294 -1.764
S -1.313 2.095 -2.051
S -1.437 1.242 0.931
H -1.091 -0.525 -1.790
H 0.295 -1.184 1.900
H 0.859 -2.100 0.404
H 1.601 -0.729 0.741
H -1.711 2.573 1.506
```

Output
LUMO level (alpha / beta) (Ha): -0.0922 / -0.0921
Energy relative to the best compared isomer or geometry (same formula, charge and spin) (kcal/mol): 105.2
HOMO (alpha / beta) (eV): -7.14 / -7.15

Löwdin population analysis, charges in e, atoms 1 to 8: -0.856, -1.057, -0.227, -0.333, 0.560, 0.967, 0.886, -0.014

What is the energy relative to the best compared isomer or geometry (same formula, charge and spin) in the first record?
81.5 kcal/mol

Look up the energy relative to the best compared isomer or geometry (same formula, charge and spin) of the first one.
81.5 kcal/mol

Look up the energy relative to the best compared isomer or geometry (same formula, charge and spin) of the second one.
106.8 kcal/mol